*1*
DFT (ωB97M-V/def2-TZVPD) results for a cluster of 2 separate species, C2H2O3S in total.

Positions of all 8 atoms, in Å:
1 O 2.563 1.359 0.474
2 C 2.823 0.322 0.900
3 O 2.890 -0.710 1.405
4 O 0.734 0.087 -2.179
5 C 0.497 0.516 -1.121
6 S -0.224 -0.473 0.213
7 H 0.628 1.479 -0.742
8 H -0.463 -1.617 -0.405

Results
LUMO energy = 0.017 Ha
2S+1 = 1
Net charge = 0
Molecular weight = 106.10 Da
Frontier orbital gap = 10.714 eV
SMILES string = O=C=O.O=CS
HOMO level = -10.243 eV

*2*
DFT (ωB97M-V/def2-TZVPD) results for the molecule C2H2O3S.

Positions of all 8 atoms, in Å:
1 O -1.276 -0.915 -1.089
2 C -0.723 -0.396 -0.143
3 O -1.337 -0.112 1.009
4 C 0.730 0.050 -0.134
5 O 0.963 1.338 -0.355
6 S 1.966 -1.001 0.129
7 H -2.248 -0.447 0.873
8 H 1.926 1.484 -0.290

Results
LUMO energy = -0.009 Ha
2S+1 = 1
Net charge = 0
Molecular weight = 106.10 Da
Frontier orbital gap = 9.332 eV
SMILES string = O=C(O)C(O)=S
HOMO level = -9.580 eV

*3*
DFT (ωB97M-V/def2-TZVPD) results for a cluster of 2 separate species, C2H2O3S in total.

Positions of all 8 atoms, in Å:
1 C 0.109 0.877 0.865
2 C -0.267 0.224 -0.055
3 O -2.019 -2.703 -1.099
4 O -2.195 -1.597 1.036
5 O -0.744 -0.367 -1.123
6 S -2.648 -1.674 -0.302
7 H 0.157 1.233 1.889
8 H -0.604 -1.310 -1.206

Results
LUMO energy = -0.039 Ha
2S+1 = 1
Net charge = 0
Molecular weight = 106.10 Da
Frontier orbital gap = 9.030 eV
HOMO level = -10.083 eV

Here are the energies relative to the best structure, in kcal/mol: *1* 0.0; *2* 8.6; *3* 80.9.